The following is a quantum chemistry calculation of a structure of composition C19H38AlN3O8PS2, from OMol25.

Values from the calculation:
ΔE to the lowest compared entry with this formula, charge and spin = 0.0 kJ/mol
Strongest force on any atom = 0.0476 Eh/bohr
E_LUMO = 2.231 eV
E_HOMO = -4.8059 eV
Charge = -1
E = -2893.2311 hartree

Geometry as XYZ:
```
72
C19H38AlN3O8PS2 | OMol25 | ωB97M-V with the def2-TZVPD basis set
S -5.7684 2.5049 -5.7184
S 0.2516 -2.5946 7.6835
P -1.3600 0.8649 1.4822
Al 0.1083 0.5448 -0.3436
O 1.7575 0.1430 0.2152
O 0.2597 -1.0265 7.4561
O -7.0058 2.9054 -5.1229
O 1.5597 -3.0144 8.0885
O -5.0338 3.4084 -6.5516
O -4.8062 1.9258 -4.6043
O 0.0864 2.1426 -1.3133
O -0.4189 -3.2360 6.5991
N -2.0832 3.2359 -1.1512
N -1.0240 -0.2309 2.6201
N -1.1562 -3.0310 -3.2787
C -1.0234 2.7254 -1.2651
C 5.9245 -1.7856 -0.0557
C 1.2352 -0.4654 6.5415
C 4.8380 0.3168 -0.7564
C 3.6312 1.2650 -0.9658
C -0.4788 -0.9096 -1.5852
C 2.6386 1.2485 0.1968
C -0.8178 -2.5956 9.0849
C -0.0902 -2.1997 -1.3150
C -0.4516 -3.1920 -2.1717
C 2.9807 1.0268 -2.3547
C -1.2323 -0.7189 -2.7196
C -4.9529 3.4841 -2.6975
C 0.8704 -0.6793 5.0857
C -1.5368 -1.7879 -3.5029
C -4.0799 2.8568 -3.7595
C 3.6341 -1.9547 -1.0524
C 4.5466 -1.0689 -0.1778
C -6.0227 0.9907 -6.5828
H 2.9736 1.9596 -2.9125
H 1.9857 0.5944 -2.3126
H 0.9135 -1.7345 4.8186
H 2.2252 -0.8639 6.7736
H 2.0910 2.1966 0.2450
H -1.1739 2.1820 2.0040
H -6.4072 0.2512 -5.8858
H -4.3428 4.0731 -2.0172
H 5.5105 0.8216 -0.0566
H 5.9653 -2.4457 0.8072
H 4.0488 2.2731 -0.9960
H 3.2377 1.1983 1.1169
H 6.0847 -2.4265 -0.9216
H -3.5944 3.6143 -4.3764
H 4.0441 -2.9632 -1.1040
H 6.7436 -1.0678 -0.0623
H -3.2950 2.2746 -3.2844
H -1.8620 -0.7771 2.7950
H -2.7150 0.8197 1.0619
H -2.1316 -1.6106 -4.3943
H -1.0099 -3.6342 9.3447
H -5.7078 4.1383 -3.1366
H 4.1399 -1.0057 0.8270
H -0.1403 -0.3380 4.8793
H -5.4786 2.7156 -2.1302
H -5.0787 0.6688 -7.0134
H -0.1210 -4.2011 -1.9461
H -1.7457 -2.0984 8.8156
H 3.5904 0.3407 -2.9356
H 0.4939 -2.4227 -0.4375
H -1.5555 0.2760 -2.9790
H 1.2575 0.6012 6.7598
H 1.5595 -0.1408 4.4360
H 3.5301 -1.6110 -2.0745
H -6.7519 1.1831 -7.3668
H 2.6766 -2.0555 -0.5605
H -0.3234 -2.0844 9.9062
H 5.3836 0.1997 -1.6941
```

These are the Löwdin partial charges, in e, on atoms 1 to 2:
1 S 0.556
2 S 0.557


The following is a quantum chemistry calculation of a cluster of 2 separate species, C19H38BFN4O2P in total, from OMol25.

Values from the calculation:
Strongest force on any atom = 0.0341 Eh/bohr
E_LUMO = -3.507 eV
E_HOMO = -9.6162 eV
Charge = +1
E = -1582.0879 hartree

Geometry as XYZ:
```
66
C19H38BFN4O2P | OMol25 | ωB97M-V with the def2-TZVPD basis set
P 2.3107 3.0523 0.5895
F 0.7918 -0.0937 -2.1244
O 1.5206 2.8182 2.0252
O 2.6245 -3.1968 -0.3189
N 4.2710 -0.4333 0.0735
N 6.2681 -1.4696 -2.1078
N -6.3856 -1.1997 0.3417
N 2.3241 0.3883 -0.4431
C 0.9653 0.5822 -0.9578
C 3.7335 4.1111 1.0244
C -0.1031 0.2835 0.0854
C 2.5081 -2.3550 -2.6924
C -6.1474 -0.3243 1.4740
C 5.5985 1.2162 2.6089
C 3.0908 -0.6997 -0.5075
C 4.2396 0.8795 0.5653
C -7.0459 -0.6137 2.6666
C 5.4229 -1.3222 0.1832
C -1.4792 0.2784 -0.5969
C -8.4204 0.0447 -0.5944
C -7.7592 -1.2607 -0.1318
C -5.3700 -1.0930 -0.6872
C 5.3940 1.4368 1.2898
C -5.2339 0.2383 -1.4394
C 6.4386 -1.0251 -0.9378
C 7.6736 -0.2226 -0.6410
C 3.0130 1.3935 0.2387
B 2.7247 -2.1320 -1.1625
H 7.4756 0.8403 -0.7631
H 2.9261 -3.3297 -2.9414
H -5.5239 -1.8938 -1.4157
H 5.4046 -2.0122 -2.1759
H 6.5632 0.8337 2.9251
H -4.2881 0.2531 -1.9876
H -6.0253 0.3732 -2.1742
H 8.0001 -0.3741 0.3868
H -9.5041 -0.0821 -0.6154
H -5.1098 -0.4612 1.7941
H -8.0956 -0.4188 2.4467
H 5.1316 -2.3673 0.1389
H -8.2028 0.8790 0.0737
H 3.1494 -3.0436 0.4754
H -7.8133 -1.9960 -0.9382
H -8.3714 -1.6888 0.6648
H -6.9450 -1.6501 2.9907
H -4.4042 -1.3165 -0.2187
H 3.4016 5.1321 0.8492
H 0.8861 1.6460 -1.1839
H 5.9345 -1.1676 1.1275
H -1.7018 -0.6889 -1.0361
H 3.0390 -1.6184 -3.2939
H -0.0876 1.1502 0.7466
H -2.2666 0.6442 0.0526
H 4.0030 4.0191 2.0748
H -6.7668 0.0316 3.5004
H 4.8130 1.3960 3.3355
H 4.6048 3.9476 0.3922
H 8.4331 -0.5422 -1.3454
H 6.0872 2.0348 0.7047
H 0.1151 -0.6291 0.6388
H 1.4395 -2.3095 -2.8972
H -8.1160 0.3224 -1.6024
H -1.4374 0.9859 -1.4277
H -6.2531 0.7401 1.2083
H -5.2346 1.0974 -0.7672
H 1.7715 1.9820 2.4341
```

These are the natural (NBO) partial charges, in e, on atoms 1 to 2:
1 P 1.100
2 F -0.326


- Among the records above, which one has the lowest strongest force on any atom?
  C19H38BFN4O2P


- Which of these has the highest E?
  C19H38BFN4O2P


- Number 2 is which compound?
  C19H38BFN4O2P


- Which formula does entry 2 have?
  C19H38BFN4O2P